Computed, not measured: C25H25Br2NPSTe4V as an isolated structure in a non-equilibrium geometry, with wB97M-V/def2-TZVPD.

Structure (XYZ):
```
60
Properties=species:S:1:pos:R:3:lowdin_charge:R:1
V -0.092 -0.969 2.217 -0.677
Te -1.235 -2.167 0.904 0.307
Te -4.952 -3.425 -2.144 0.032
Te -3.020 -3.042 -0.574 -0.048
Te -0.769 -4.166 -0.359 0.391
Br -0.278 -2.746 3.206 0.705
C 1.509 -3.342 3.324 -0.482
Br 1.277 -1.890 1.068 0.815
H 1.497 -4.323 3.810 -0.024
H 2.021 -2.650 3.997 -0.043
C 0.019 2.523 -2.117 -0.045
C -1.312 2.084 -1.570 -0.269
C -2.461 2.512 -2.239 -0.041
C -3.705 1.965 -1.990 -0.072
C -3.866 1.050 -0.958 -0.094
C -2.775 0.802 -0.141 -0.147
C -1.479 1.223 -0.472 -0.271
P -0.128 0.061 0.174 0.825
C 0.137 -0.582 -1.734 -0.213
C 1.527 -0.618 -1.884 -0.161
C 2.194 -1.012 -3.030 -0.068
C 1.429 -1.440 -4.094 -0.072
C 0.058 -1.408 -3.973 -0.057
C -0.654 -0.968 -2.843 -0.227
C -2.125 -1.100 -3.149 -0.141
C 1.415 1.027 0.560 -0.311
C 1.134 2.379 0.829 -0.098
C 1.952 3.150 1.630 -0.062
C 3.095 2.603 2.187 -0.063
C 3.395 1.278 1.942 -0.048
C 2.575 0.472 1.156 -0.307
C 2.880 -1.002 1.193 -0.410
H 0.239 3.563 -1.865 0.093
H 0.012 2.437 -3.204 0.093
H 0.833 1.909 -1.752 0.048
H -2.336 3.230 -3.042 0.117
H -4.547 2.226 -2.618 0.110
H -4.784 0.497 -0.811 0.111
H -2.969 0.158 0.720 0.073
H 2.159 -0.292 -1.070 0.056
H 3.275 -0.997 -3.066 0.107
H 1.894 -1.793 -5.005 0.107
H -0.535 -1.771 -4.803 0.118
H -2.412 -2.156 -3.255 -0.003
H -2.318 -0.672 -4.134 0.090
H -2.920 -0.712 -2.512 0.017
H 0.198 2.782 0.468 0.092
H 1.671 4.170 1.860 0.109
H 3.733 3.183 2.841 0.108
H 4.247 0.812 2.427 0.122
H 3.333 -1.334 2.127 0.081
H 3.497 -1.368 0.369 0.096
S 0.357 -1.020 5.210 0.854
C -1.113 -0.230 4.545 -0.347
C -0.833 0.546 3.445 -0.324
N 0.444 0.553 2.999 -0.175
C 1.081 -0.444 3.598 -0.670
H -2.081 -0.327 5.010 0.084
H -1.549 1.245 3.020 0.135
H 2.161 -0.473 3.574 0.075
```

Highest occupied orbital energy (spin up / spin down) ... -6.24 / -6.44 eV
Molecular weight ... 1123.7 g mol⁻¹
⟨S²⟩ ... 2.372
Multiplicity ... 3
Kohn-Sham gap (spin up / spin down) ... 4.532 / 4.994 eV

***

Computed, not measured: C25H25BrN3OP2Pd as an isolated structure, with wB97M-V/def2-TZVPD.

Structure (XYZ):
```
58
Properties=species:S:1:pos:R:3:lowdin_charge:R:1
Pd -0.098 0.054 -0.720 0.569
C -1.091 -1.987 -2.964 -0.192
P 0.251 -0.799 -2.746 0.806
C 1.798 -1.711 -2.875 -0.197
C 0.210 0.431 -4.047 -0.376
C 0.164 0.152 -5.408 -0.040
C 0.207 1.207 -6.308 -0.013
C 0.309 2.520 -5.859 -0.013
C 0.366 2.800 -4.501 -0.042
C 0.309 1.745 -3.597 -0.377
P 0.383 1.926 -1.814 0.809
C 1.983 2.618 -1.357 -0.194
C -0.880 3.100 -1.290 -0.199
H -1.153 -2.256 -4.021 0.071
H -2.042 -1.550 -2.661 0.059
H -0.893 -2.890 -2.387 0.067
H 1.848 -2.173 -3.864 0.077
H 1.847 -2.493 -2.117 0.063
H 2.644 -1.035 -2.762 0.062
H 0.095 -0.865 -5.774 0.123
H 0.164 1.007 -7.370 0.132
H 0.344 3.329 -6.575 0.131
H 0.450 3.828 -4.167 0.123
H 2.206 3.449 -2.030 0.074
H 2.766 1.869 -1.456 0.059
H 1.957 2.988 -0.332 0.064
H -0.739 4.035 -1.839 0.073
H -0.786 3.304 -0.224 0.062
H -1.870 2.702 -1.510 0.060
Br -6.186 2.808 10.429 1.007
C -5.557 1.746 9.069 -0.629
C -6.134 0.482 8.861 -0.068
C -5.639 -0.307 7.865 0.069
C -4.573 0.168 7.038 -0.227
C -3.994 1.457 7.270 0.045
C -4.485 2.230 8.270 -0.073
N -4.190 -0.673 6.091 0.188
N -3.211 -0.503 5.326 0.142
C -3.031 -0.213 4.099 -0.154
C -4.137 0.234 3.245 0.055
C -3.966 0.435 1.938 0.055
C -2.664 0.221 1.290 -0.303
O -2.513 0.347 0.090 0.040
C -1.513 -0.193 2.157 -0.139
N -0.334 -0.375 1.539 0.035
C 0.706 -0.775 2.269 -0.078
C 0.617 -1.018 3.637 0.014
C -0.592 -0.835 4.269 0.050
C -1.687 -0.409 3.514 -0.061
H -6.945 0.147 9.492 0.128
H -6.038 -1.295 7.672 0.144
H -3.163 1.800 6.667 0.129
H -4.067 3.203 8.485 0.123
H -5.107 0.363 3.710 0.134
H -4.783 0.730 1.292 0.142
H 1.644 -0.916 1.749 0.121
H 1.490 -1.352 4.181 0.134
H -0.698 -1.025 5.329 0.136
```

Highest occupied orbital energy (spin up / spin down) ... -16.84 / -16.84 eV
Molecular weight ... 631.8 g mol⁻¹
Energy relative to the best compared isomer or geometry (same formula, charge and spin) ... 0.0 kcal per mole
Charge ... +3
Kohn-Sham gap (spin up / spin down) ... 6.844 / 6.845 eV

***

Computed, not measured: C25H25Cl3N4O3S5SiTc as an isolated structure in a non-equilibrium geometry, with wB97M-V/def2-TZVPD.

Structure (XYZ):
```
67
Properties=species:S:1:pos:R:3:lowdin_charge:R:1
Tc -0.577 -0.177 0.035 1.111
C 2.100 0.565 4.693 -0.520
C 3.072 0.781 3.529 -0.495
S 2.443 0.512 1.840 0.792
C 2.127 2.169 1.202 -0.542
C 0.866 2.860 1.697 -0.467
S -0.662 1.872 1.581 0.827
C -1.352 1.962 3.262 -0.480
C -0.696 1.234 4.429 -0.521
S 0.901 1.891 5.006 0.906
H 2.685 0.505 5.611 0.077
H 1.564 -0.375 4.588 0.040
H 3.888 0.063 3.623 0.077
H 3.510 1.779 3.564 0.085
H 2.105 2.057 0.119 0.008
H 2.989 2.798 1.435 0.100
H 0.691 3.776 1.131 0.088
H 0.965 3.104 2.745 0.028
H -2.369 1.584 3.132 0.083
H -1.425 3.031 3.458 0.088
H -0.583 0.180 4.215 -0.011
H -1.376 1.336 5.276 0.080
N -1.868 -3.888 1.439 0.165
C -2.072 -3.913 2.858 -0.224
C -2.953 -4.816 3.418 0.001
C -3.145 -4.814 4.794 -0.044
C -2.473 -3.898 5.588 -0.045
C -1.610 -2.972 5.008 -0.069
C -1.404 -2.997 3.640 -0.443
S -0.228 -1.918 2.884 1.015
N -0.890 -1.785 1.285 -0.407
C -1.466 -2.831 0.766 -0.344
C -1.658 -2.804 -0.718 -0.178
C -2.151 -3.843 -1.461 0.030
C -2.174 -3.733 -2.850 0.008
C -1.713 -2.575 -3.436 -0.002
C -1.257 -1.559 -2.616 -0.087
N -1.226 -1.667 -1.281 -0.072
H -2.269 -4.650 0.922 0.141
H -3.487 -5.526 2.788 0.128
H -3.828 -5.526 5.240 0.122
H -2.618 -3.899 6.662 0.122
H -1.079 -2.253 5.626 0.118
H -2.519 -4.746 -0.987 0.126
H -2.547 -4.550 -3.457 0.135
H -1.707 -2.450 -4.511 0.131
H -0.911 -0.621 -3.026 0.110
O 2.542 4.329 -1.660 -0.223
S 2.186 3.556 -2.802 0.684
O 3.111 3.311 -3.859 -0.261
N 1.592 2.007 -2.230 -0.188
C 0.227 2.079 -2.093 -0.432
O -0.463 1.332 -1.400 -0.169
C -0.352 3.205 -2.842 -0.136
C -1.691 3.425 -3.088 0.023
C -2.036 4.503 -3.893 -0.019
C -1.058 5.338 -4.429 -0.011
C 0.294 5.128 -4.166 0.008
C 0.607 4.052 -3.369 -0.210
H -2.445 2.765 -2.675 0.131
H -3.080 4.694 -4.114 0.125
H -1.349 6.167 -5.061 0.128
H 1.058 5.780 -4.572 0.140
Cl 2.601 -0.040 -4.316 0.441
Si 2.698 0.613 -2.425 -0.700
Cl 1.944 -0.884 -1.227 0.387
Cl 4.505 1.075 -1.733 0.492
```

Highest occupied orbital energy (spin up / spin down) ... -13.13 / -13.14 eV
Molecular weight ... 822.3 g mol⁻¹
⟨S²⟩ ... 3.767
Energy relative to the best compared isomer or geometry (same formula, charge and spin) ... 1.7 kcal per mole
Charge ... +2
Multiplicity ... 4
Kohn-Sham gap (spin up / spin down) ... 6.921 / 6.432 eV

***

Computed, not measured: one molecule with the formula C25H25FN4O3, with wB97M-V/def2-TZVPD.

Structure (XYZ):
```
58
Properties=species:S:1:pos:R:3:lowdin_charge:R:1
O -1.751 1.746 -1.459 0.064
C -1.270 0.733 -0.997 -0.488
C -1.048 -0.526 -1.853 -0.021
N 0.360 -0.857 -2.016 0.007
C 0.982 -1.590 -1.072 -0.415
O 0.375 -2.006 -0.092 0.023
C 2.460 -1.852 -1.289 -0.069
C 3.132 -2.439 -0.043 -0.083
C 3.356 -1.372 1.021 -0.460
O 4.408 -0.783 1.131 0.075
N 2.260 -1.160 1.801 0.156
C 2.112 -0.297 2.877 -0.281
C 3.156 0.464 3.409 0.007
C 2.881 1.261 4.503 -0.062
C 1.597 1.279 5.031 -0.073
C 0.636 0.491 4.423 -0.158
N 0.877 -0.274 3.372 0.117
C 1.008 -0.305 -3.153 -0.237
C 1.421 -1.132 -4.192 -0.009
C 2.026 -0.592 -5.311 0.007
C 2.198 0.779 -5.379 -0.272
F 2.786 1.308 -6.467 0.066
C 1.775 1.621 -4.366 0.016
C 1.176 1.072 -3.248 0.020
N -0.839 0.598 0.268 0.084
C -1.147 1.567 1.292 -0.159
C -2.228 1.017 2.236 -0.135
C -3.444 0.638 1.440 -0.241
C -4.386 1.595 1.087 -0.039
C -5.464 1.261 0.289 -0.080
C -5.612 -0.036 -0.172 -0.094
C -4.679 -0.998 0.175 -0.086
C -3.602 -0.662 0.976 -0.054
H -1.543 -1.371 -1.367 0.129
H -1.486 -0.356 -2.837 0.142
H 2.567 -2.559 -2.115 0.123
H 2.954 -0.923 -1.583 0.137
H 2.517 -3.246 0.356 0.122
H 4.110 -2.832 -0.320 0.125
H 1.406 -1.652 1.546 0.117
H 4.137 0.418 2.970 0.098
H 3.664 1.862 4.943 0.108
H 1.352 1.885 5.888 0.098
H -0.382 0.466 4.791 0.103
H 1.256 -2.197 -4.128 0.123
H 2.354 -1.216 -6.128 0.121
H 1.913 2.686 -4.459 0.123
H 0.825 1.711 -2.452 0.123
H -0.542 -0.317 0.585 0.107
H -0.239 1.798 1.857 0.108
H -1.505 2.465 0.784 0.123
H -1.825 0.144 2.752 0.096
H -2.471 1.784 2.973 0.118
H -4.270 2.610 1.439 0.115
H -6.189 2.015 0.020 0.102
H -6.451 -0.296 -0.801 0.099
H -4.789 -2.012 -0.181 0.101
H -2.877 -1.418 1.247 0.114
```

SMILES ... O=C(CN(C(=O)CCC(=O)Nc1ccccn1)c1ccc(F)cc1)NCCc1ccccc1
Highest occupied orbital energy ... -8.89 eV
Molecular weight ... 448.5 g mol⁻¹
Energy relative to the best compared isomer or geometry (same formula, charge and spin) ... 22.7 kcal per mole
Kohn-Sham gap ... 9.418 eV